Model i:
Computed, not measured: 2 unconnected molecules or ions with the total composition H2N2O2S, with the ωB97M-V functional and the def2-TZVPD basis.

Summary:
2S+1 = 1
HOMO-LUMO gap (spin up / spin down) = 0.3156 / 0.3156 Eh
total charge = 0

CARTESIAN COORDINATES (ANGSTROEM)
S -0.9680 -1.3556 -0.6657
O -0.8443 -1.9419 -1.9851
O 0.4760 1.6696 0.7357
N 0.5156 0.1540 0.6516
N 0.1178 -0.2997 -0.5687
H 1.2668 2.0546 0.3131
H -0.5639 -0.2810 1.5190



Model ii:
Computed, not measured: 2 unconnected molecules or ions with the total composition H2N2O2S, with the ωB97M-V functional and the def2-TZVPD basis.

Summary:
2S+1 = 1
HOMO-LUMO gap (spin up / spin down) = 0.2343 / 0.2344 Eh
total charge = 0

CARTESIAN COORDINATES (ANGSTROEM)
S 1.3308 1.0430 -0.0284
O 2.0950 -1.5326 0.1034
O 0.1558 -1.0335 0.8494
N 1.2444 -0.7776 0.4005
N -1.6011 1.1054 -0.2423
H -1.7234 0.9375 -1.2555
H -1.5015 0.2578 0.1729



Relative to the most stable one, in hartree, the structures come out at model i 0.0000; model ii 0.0712.